Record 1
C23H41N5O8 | the ωB97M-V functional and the def2-TZVPD basis

Net charge: 0
Energy, eV: -48343.98288
Structure (SMILES): C=CC1=C(C=C)C(=O)OC1=O.CN(C)C=O.CN(C)C=O.CN(C)C=O.CN(C)C=O.CN(C)C=O
HOMO energy, eV: -8.4
Frontier orbital gap, Ha: 0.3097

Last column: Mulliken charge in e.
Geometry (Å):
1 C 0.443 3.216 -1.616  -0.62
2 C -0.839 2.858 -1.705  -0.34
3 C -1.824 3.439 -0.774  0.02
4 C -2.189 2.845 0.368  0.57
5 C -1.766 1.553 0.910  -0.18
6 C -1.174 1.380 2.084  -0.62
7 C -3.161 3.754 1.050  0.57
8 O -3.591 3.716 2.153  -0.53
9 O -3.486 4.767 0.166  -0.32
10 C -2.587 4.716 -0.889  0.44
11 O -2.522 5.586 -1.699  -0.53
12 H 1.247 2.498 -1.728  0.26
13 H 0.692 4.243 -1.361  0.12
14 H -1.183 2.167 -2.468  0.45
15 H -1.919 0.690 0.266  0.27
16 H -0.524 2.125 2.529  0.26
17 H -1.278 0.444 2.619  0.19
18 C -0.677 2.222 -5.860  0.13
19 O -0.440 2.252 -4.668  -0.60
20 N -1.047 1.114 -6.532  0.13
21 C -1.319 1.126 -7.953  -0.92
22 C -1.172 -0.130 -5.791  -0.92
23 H -0.608 3.118 -6.500  0.26
24 H -2.347 0.817 -8.152  0.33
25 H -0.644 0.449 -8.481  0.33
26 H -1.177 2.133 -8.343  0.29
27 H -1.914 -0.028 -4.999  0.28
28 H -0.221 -0.392 -5.325  0.29
29 H -1.474 -0.922 -6.472  0.37
30 C 1.409 -1.253 0.112  0.01
31 O 0.799 -0.199 0.055  -0.48
32 N 0.919 -2.398 0.615  0.15
33 C 1.697 -3.622 0.672  -0.52
34 C -0.440 -2.413 1.129  -0.39
35 H 2.445 -1.353 -0.255  0.25
36 H 1.206 -4.413 0.104  0.23
37 H 1.791 -3.950 1.708  0.05
38 H 2.690 -3.446 0.261  0.34
39 H -1.145 -2.140 0.341  0.29
40 H -0.543 -1.687 1.937  -0.16
41 H -0.668 -3.411 1.493  0.29
42 C 2.082 7.274 -1.236  0.06
43 O 1.749 6.398 -0.461  -0.57
44 N 1.245 7.899 -2.086  0.18
45 C 1.698 8.932 -2.991  -0.92
46 C -0.158 7.512 -2.087  -0.85
47 H 3.122 7.636 -1.309  0.28
48 H 1.177 9.871 -2.795  0.33
49 H 1.514 8.643 -4.028  0.33
50 H 2.767 9.093 -2.858  0.29
51 H -0.596 7.678 -1.103  0.28
52 H -0.263 6.456 -2.326  0.19
53 H -0.694 8.103 -2.825  0.39
54 C -0.590 -6.978 1.544  0.03
55 O -0.576 -5.761 1.565  -0.55
56 N 0.270 -7.748 2.233  0.16
57 C 0.205 -9.193 2.205  -0.94
58 C 1.298 -7.088 3.032  -0.72
59 H -1.327 -7.555 0.960  0.25
60 H 0.038 -9.589 3.209  0.33
61 H 1.135 -9.613 1.817  0.33
62 H -0.616 -9.511 1.565  0.29
63 H 0.841 -6.436 3.771  0.22
64 H 1.934 -6.472 2.398  0.18
65 H 1.899 -7.848 3.527  0.37
66 C 1.869 -3.531 4.972  0.08
67 O 1.560 -4.278 4.059  -0.54
68 N 0.982 -2.836 5.704  0.14
69 C 1.386 -1.954 6.779  -0.92
70 C -0.431 -2.981 5.391  -0.77
71 H 2.916 -3.359 5.271  0.27
72 H 0.950 -2.278 7.726  0.34
73 H 1.063 -0.931 6.578  0.34
74 H 2.470 -1.965 6.873  0.28
75 H -0.740 -4.021 5.500  0.30
76 H -0.624 -2.682 4.361  0.11
77 H -1.011 -2.356 6.066  0.38



Record 2
C23H42As3AuNO3S | the ωB97M-V functional and the def2-TZVPD basis

Net charge: -1
Energy, eV: -229208.01098
HOMO energy, eV: -5.5
Frontier orbital gap, Ha: 0.2835

Last column: natural (NBO) charge in e.
Geometry (Å):
1 Au 0.215 1.434 1.133  0.48
2 C 3.207 -2.800 -1.118  -0.95
3 As 1.804 -2.086 0.090  0.90
4 C 3.054 -1.636 1.541  -0.96
5 C 1.267 -3.905 0.672  -0.72
6 C 0.016 -4.028 1.539  -0.07
7 C 0.066 -2.993 2.664  -0.63
8 C -1.249 -3.797 0.719  -0.72
9 As -1.560 -1.968 -0.008  0.90
10 C -1.136 -2.343 -1.897  -0.95
11 C -3.509 -2.262 -0.252  -0.95
12 C -0.028 -5.412 2.226  -0.70
13 As -0.262 -7.217 1.370  0.85
14 C -2.232 -7.216 1.192  -0.95
15 C 0.178 -7.020 -0.551  -0.95
16 H 2.763 -3.249 -2.006  0.22
17 H 3.802 -3.555 -0.606  0.21
18 H 3.869 -1.998 -1.444  0.22
19 H 3.522 -2.528 1.961  0.20
20 H 2.530 -1.092 2.325  0.25
21 H 3.833 -0.986 1.139  0.22
22 H 2.130 -4.333 1.196  0.21
23 H 1.135 -4.484 -0.245  0.22
24 H 0.104 -1.980 2.256  0.24
25 H 0.940 -3.147 3.293  0.20
26 H -0.827 -3.069 3.284  0.20
27 H -2.113 -4.017 1.355  0.22
28 H -1.273 -4.493 -0.121  0.20
29 H -1.564 -3.294 -2.220  0.20
30 H -0.054 -2.368 -2.041  0.22
31 H -1.539 -1.553 -2.531  0.23
32 H -3.708 -3.214 -0.746  0.20
33 H -3.918 -1.460 -0.865  0.23
34 H -4.032 -2.248 0.705  0.22
35 H -0.844 -5.391 2.960  0.22
36 H 0.894 -5.516 2.816  0.22
37 H -2.679 -7.038 2.171  0.22
38 H -2.583 -8.186 0.840  0.22
39 H -2.584 -6.450 0.505  0.22
40 H 1.246 -6.840 -0.671  0.23
41 H -0.376 -6.220 -1.033  0.21
42 H -0.059 -7.957 -1.058  0.22
43 C 0.304 1.752 5.909  -0.58
44 C 0.088 0.310 5.423  -0.18
45 C -1.350 -0.124 5.733  -0.58
46 C 1.099 -0.622 6.100  -0.59
47 C 0.243 0.335 3.970  -0.03
48 C 0.297 0.409 2.767  -0.50
49 H 0.178 1.828 6.988  0.19
50 H -0.413 2.417 5.430  0.21
51 H 1.305 2.092 5.650  0.21
52 H -1.535 -0.143 6.806  0.19
53 H -1.542 -1.112 5.323  0.21
54 H -2.052 0.569 5.275  0.21
55 H 0.911 -0.664 7.174  0.20
56 H 2.115 -0.260 5.947  0.21
57 H 1.035 -1.629 5.692  0.21
58 N 0.010 3.283 -0.065  -0.88
59 C -0.784 3.510 -1.261  0.18
60 C -0.675 4.741 -1.900  -0.28
61 C -1.492 5.021 -2.979  -0.18
62 C -2.401 4.079 -3.407  -0.30
63 C -2.485 2.845 -2.801  -0.17
64 C -1.672 2.546 -1.715  -0.27
65 S -3.578 4.553 -4.704  2.41
66 O -4.814 4.720 -3.946  -1.01
67 O -3.043 5.790 -5.263  -1.02
68 O -3.583 3.427 -5.630  -1.02
69 H 0.952 3.645 -0.204  0.39
70 H -0.402 3.850 0.675  0.40
71 H 0.041 5.472 -1.538  0.20
72 H -1.461 5.958 -3.513  0.25
73 H -3.202 2.144 -3.199  0.24
74 H -1.725 1.584 -1.216  0.22



Record 3
C23H42B2F5N3O10P3S | the ωB97M-V functional and the def2-TZVPD basis

Net charge: -1
Energy, eV: -103110.79835
HOMO energy, eV: -0.9
Frontier orbital gap, Ha: 0.0652

Last column: Mulliken charge in e.
Geometry (Å):
1 C 3.152 4.109 2.164  0.11
2 C 2.714 4.468 1.125  -0.33
3 C 2.258 5.059 -0.202  -1.35
4 C 1.754 4.011 -1.254  -0.22
5 C 0.356 3.345 -0.845  -1.73
6 C 0.489 1.797 -0.559  0.02
7 N 0.892 0.971 -1.678  1.93
8 C 0.856 1.336 -3.060  -1.44
9 O 0.603 2.657 -3.567  -0.25
10 C -0.140 2.687 -4.694  0.94
11 F -1.458 2.436 -4.468  -0.24
12 F -0.086 3.977 -5.168  -0.30
13 F 0.360 1.915 -5.698  -0.26
14 C 1.251 -0.396 -1.302  -0.81
15 C 2.654 -0.210 -0.481  -0.61
16 C 3.597 0.855 -1.080  -0.19
17 O 4.005 0.931 -2.192  -0.47
18 O 4.101 1.823 -0.146  -0.11
19 C 4.907 1.170 0.805  0.59
20 C 6.065 0.192 0.366  -0.98
21 O 4.754 1.317 1.973  -0.46
22 P 1.937 -1.578 -2.637  -0.08
23 S 1.294 -1.637 -4.459  -0.31
24 C 0.136 -1.154 -0.404  0.54
25 B -0.781 -1.844 -1.608  -0.02
26 N -0.906 -3.336 -1.809  -0.48
27 O -1.411 -1.088 -2.637  -1.00
28 P 0.806 -2.678 0.420  0.87
29 C -0.368 -3.873 1.188  -1.37
30 C 2.320 -2.691 1.461  -1.03
31 N -0.811 -0.226 0.438  0.89
32 B -0.203 -0.327 1.848  0.37
33 O -0.603 -1.214 2.869  -0.49
34 O 0.819 0.539 2.288  -0.69
35 C 1.439 0.177 3.524  -0.88
36 P -2.383 -1.222 0.363  0.83
37 C -3.805 -0.504 -0.607  -1.25
38 O -3.185 -1.212 1.876  -0.57
39 C -0.899 1.186 0.026  1.23
40 F -1.625 1.387 -1.204  -0.35
41 C -1.571 2.211 0.982  -0.13
42 C -2.826 1.852 1.829  -1.27
43 F -0.710 2.850 1.928  -0.35
44 H 3.619 3.939 3.145  0.38
45 H 3.119 5.604 -0.682  0.44
46 H 1.471 5.848 -0.058  0.37
47 H 2.514 3.276 -1.595  0.19
48 H 1.497 4.618 -2.169  0.31
49 H 0.091 3.960 0.044  0.81
50 H -0.444 3.576 -1.598  0.37
51 H 1.226 1.859 0.298  -0.46
52 H 1.817 1.033 -3.576  0.42
53 H 0.075 0.709 -3.591  0.47
54 H 2.507 0.028 0.594  -0.32
55 H 3.268 -1.160 -0.496  1.29
56 H 5.857 -0.783 0.882  0.25
57 H 6.144 0.088 -0.740  0.30
58 H 7.005 0.588 0.833  0.38
59 H 3.360 -1.392 -2.797  0.17
60 H 1.888 -2.927 -2.152  0.33
61 H -1.814 -3.552 -2.232  0.20
62 H -0.193 -3.575 -2.513  0.21
63 H -2.298 -1.448 -2.810  0.34
64 H 0.064 -4.905 1.046  0.47
65 H -0.505 -3.769 2.300  0.31
66 H -1.381 -3.924 0.716  0.35
67 H 3.135 -3.290 0.962  0.38
68 H 2.798 -1.726 1.758  0.11
69 H 2.120 -3.238 2.427  0.38
70 H -1.228 -0.783 3.482  0.30
71 H 2.315 0.876 3.650  0.14
72 H 0.805 0.366 4.432  0.32
73 H 1.893 -0.847 3.539  0.26
74 H -3.574 -0.110 -1.621  0.28
75 H -4.443 -1.422 -0.808  0.54
76 H -4.489 0.170 -0.046  0.30
77 H -4.025 -1.737 1.704  0.14
78 H -1.938 3.072 0.359  0.53
79 H -2.583 1.124 2.650  0.10
80 H -3.758 1.619 1.278  0.21
81 H -3.062 2.796 2.401  0.52
82 O -6.877 -6.038 2.319  -0.78
83 C -6.951 -4.952 1.554  -0.36
84 C -6.202 -3.709 2.267  0.00
85 O -6.289 -2.606 1.503  -0.80
86 H -7.970 -4.576 1.315  0.13
87 H -6.490 -5.021 0.542  0.17
88 H -5.178 -4.082 2.491  0.04
89 H -6.646 -3.646 3.282  0.22



Record 4
C23H42BeCl3N4O3Si | the ωB97M-V functional and the def2-TZVPD basis

Net charge: -1
Energy, eV: -82488.27589
Relative energy (zero: lowest compared OMol25 entry of this formula, charge and spin), kcal/mol: 0.0
HOMO energy, eV: -3.9
Frontier orbital gap, Ha: 0.2285

Last column: Mulliken charge in e.
Geometry (Å):
1 C -0.878 -0.558 -4.560  -1.34
2 C -1.690 -1.813 -4.406  0.16
3 H -0.106 -0.701 -5.322  0.38
4 H -0.395 -0.280 -3.616  0.25
5 H -1.506 0.291 -4.874  0.26
6 C -1.746 -2.784 -5.296  0.16
7 C -1.116 -2.738 -6.657  -1.38
8 H -2.301 -3.703 -5.070  0.28
9 H -0.109 -2.295 -6.639  0.36
10 H -1.720 -2.159 -7.376  0.26
11 H -1.028 -3.754 -7.062  0.36
12 Be 1.734 2.131 1.857  0.65
13 Cl 1.258 4.069 2.333  -0.55
14 Cl 1.243 2.070 -0.131  -0.50
15 C -0.543 1.708 2.680  0.19
16 O 0.648 1.308 2.749  -0.50
17 N -1.558 1.008 3.155  0.27
18 C -1.324 -0.277 3.799  -0.98
19 C -2.948 1.377 2.886  -0.80
20 H -0.776 2.667 2.217  0.24
21 H -0.287 -0.280 4.133  0.32
22 H -1.487 -1.094 3.079  0.14
23 H -2.019 -0.366 4.641  0.44
24 H -2.955 2.385 2.465  0.31
25 H -3.520 1.371 3.822  0.31
26 H -3.431 0.688 2.174  0.21
27 H 5.032 1.420 -1.222  0.29
28 H 2.954 -0.240 -0.692  0.29
29 C 5.491 1.051 -0.290  -1.12
30 C 3.704 -0.593 0.035  -1.01
31 N 4.479 0.516 0.566  0.21
32 H 5.961 1.883 0.246  0.44
33 C 4.046 1.272 1.622  -0.22
34 O 2.958 1.010 2.199  -0.56
35 H 3.196 -1.173 0.816  0.26
36 H 4.880 1.825 2.124  0.55
37 H 6.212 0.253 -0.511  0.33
38 H 4.409 -1.250 -0.489  0.34
39 O -1.545 -2.455 -2.109  -0.36
40 C -2.445 -1.928 -3.084  0.17
41 C -3.781 -4.116 -2.929  0.12
42 C -3.722 -2.746 -3.191  0.00
43 H -2.889 -4.638 -2.587  0.46
44 C -4.986 -4.796 -3.120  -0.79
45 H -2.725 -0.901 -2.806  0.54
46 C -4.856 -2.059 -3.634  -0.45
47 H -5.039 -5.864 -2.910  0.39
48 C -6.110 -4.116 -3.592  -0.37
49 C -6.048 -2.742 -3.860  -0.66
50 H -4.770 -0.987 -3.827  0.37
51 H -7.043 -4.651 -3.760  0.37
52 H -6.912 -2.201 -4.249  0.39
53 Si -1.362 -2.229 -0.453  0.05
54 Cl 4.108 3.402 1.141  -0.47
55 C -0.696 -3.828 0.238  -1.04
56 C -3.063 -1.870 0.240  -1.01
57 C -0.173 -0.820 -0.239  -0.47
58 H -1.252 -4.693 -0.147  0.27
59 H -0.772 -3.841 1.335  0.32
60 H 0.361 -3.967 -0.027  0.32
61 H 0.791 -1.043 -0.715  0.01
62 H 0.042 -0.572 0.806  0.13
63 H -0.533 0.108 -0.699  0.30
64 H -3.786 -2.631 -0.091  0.36
65 H -3.432 -0.893 -0.100  0.30
66 H -3.059 -1.870 1.339  0.46
67 C 5.022 6.865 4.353  -0.74
68 N 4.431 5.724 5.045  0.02
69 C 4.659 5.587 6.479  -0.89
70 C 3.850 4.696 4.474  0.28
71 N 3.310 3.705 4.164  -0.41
72 H 5.541 7.456 5.110  0.28
73 H 4.243 7.476 3.885  0.27
74 H 5.737 6.547 3.587  0.29
75 H 3.701 5.554 7.009  0.29
76 H 5.199 4.659 6.702  0.30
77 H 5.241 6.435 6.837  0.32



Among the records above, which one has the highest HOMO energy?
C23H42B2F5N3O10P3S



Which of these has the highest energy?
C23H41N5O8